A 15-piece molecular cluster, C95H221N15O15 overall in a non-equilibrium geometry. Source: the OMol25 dataset; level of theory: ωB97M-V with the def2-TZVPD basis set.

Each line ends with the Mulliken charge.
Cartesian coordinates (Å):
O: -0.8524 -1.2385 5.0386  -0.094
O: 1.2882 8.0816 3.6982  -0.364
O: -5.1453 4.9438 -4.2596  -0.399
O: 3.6463 -1.1558 -5.9194  0.234
O: 0.5197 4.1802 -0.5252  -0.186
O: -6.8202 4.2049 4.4073  -0.460
O: 7.6754 -1.2664 -1.0717  -0.587
O: 2.3409 -9.3471 3.2105  -0.356
O: -4.6488 -1.5739 -6.2694  -0.506
O: -2.4305 -8.2574 -3.1079  -0.562
O: -4.6212 -2.4789 -1.3430  0.694
O: 6.5591 1.8254 5.1103  -0.264
O: 6.1225 3.1149 7.6916  -0.348
O: 0.4907 0.5030 1.1070  0.002
O: 1.2433 0.0580 -7.0015  -0.297
N: -1.6234 1.1661 7.8110  -0.653
N: 0.5710 0.1600 -8.1978  0.112
N: -1.4818 2.3519 0.5049  0.333
N: 4.8062 -1.9324 -5.7839  0.112
N: -0.6184 -2.5365 -0.6119  0.353
N: -2.3343 -7.0918 -3.8137  0.836
N: -8.5324 5.0723 -2.4703  -0.735
N: 5.4705 4.3550 7.6078  0.645
N: -1.7567 6.5637 2.7396  -0.346
N: -5.3486 -1.9691 -0.2920  -0.865
N: -6.3195 3.4259 5.5080  0.822
N: -6.1892 -5.0101 -7.2907  -0.763
N: 6.5273 -0.6886 -0.7003  1.084
N: 6.6627 -1.6797 6.2495  -0.793
N: 1.3236 -5.8072 2.7021  -0.588
C: 6.2002 -1.0992 0.7342  1.300
C: 0.5576 7.0109 3.1730  -0.118
C: -1.5867 -0.5832 -7.3926  -2.584
C: -8.5266 3.3425 6.3480  -1.984
C: 6.8711 -2.7412 -6.7870  -1.794
C: 3.5201 -4.2775 -5.8758  -1.900
C: -5.2321 2.1990 7.8421  -0.906
C: 2.2132 -7.9464 3.3244  -1.015
C: 5.7066 6.8516 8.0193  -1.267
C: 6.0282 -0.4812 5.7270  1.590
C: -1.2365 -4.8108 -5.2791  -0.298
C: -6.9588 -0.5418 1.7306  -0.348
C: -3.8032 4.5014 -4.1625  -0.495
C: -1.7866 -4.6105 -3.8219  -0.474
C: -1.7770 3.2457 -0.5654  0.399
C: 3.6986 3.8728 9.3336  -1.519
C: 4.5011 -3.2574 -5.1521  1.968
C: -4.6627 -1.4972 0.9765  2.513
C: 7.5949 2.7089 4.6510  -0.902
C: 3.9999 4.3025 7.9183  1.485
C: 5.6280 -1.9600 -7.0110  2.069
C: -6.8787 5.0230 7.3536  -1.682
C: 4.9339 1.1273 -0.5974  -1.296
C: 1.3317 -7.5655 0.9937  -1.057
C: -2.7769 -8.4035 -5.8983  -2.112
C: -3.7788 -2.6619 1.3986  -2.024
C: 3.4100 5.7639 7.6958  -0.903
C: -7.5555 -1.0595 0.3752  -1.748
C: 7.1275 0.5122 5.2683  -0.948
C: 6.2213 -2.6699 0.6593  -1.912
C: -0.9121 4.5398 -0.5788  -0.874
C: 2.5660 7.6408 4.1638  -0.572
C: -0.8264 -0.5273 -1.5381  -0.384
C: 6.3672 5.4806 8.1164  1.851
C: -1.8556 -7.2817 -5.2117  1.724
C: 1.3783 5.3320 -0.3382  -0.594
C: -6.1754 0.0498 -1.6890  -1.546
C: 6.6473 5.3649 9.6815  -2.016
C: -1.9633 -5.9749 -5.9956  -1.070
C: -0.1585 -2.2890 -8.5148  -1.470
C: 1.3848 0.5550 -9.3795  2.267
C: -6.0904 -4.4334 -4.9110  -0.220
C: 5.9330 -0.4655 -7.3116  -1.811
C: -7.6741 6.6648 -3.8756  -1.411
C: -5.7594 -1.4075 2.0568  -1.804
C: -0.5545 -0.7934 -8.4522  2.546
C: 4.1988 6.9000 8.3344  -0.999
C: -1.2419 8.0469 4.6209  -1.370
C: -4.8802 2.2286 3.9882  -3.682
C: -3.7280 3.8912 5.4709  -1.818
C: 6.7196 -4.0936 -6.1775  -0.494
C: -6.6838 2.3951 7.7888  -1.108
C: -0.4507 -7.6908 -5.3561  -1.873
C: -1.2919 -2.5070 4.7112  -0.662
C: 4.6384 0.8965 0.8548  0.280
C: -7.5813 5.1897 -3.5055  0.486
C: -6.0889 4.6200 -3.1684  -0.215
C: -0.3902 -6.3037 -2.4580  -1.059
C: -3.2541 3.5799 -0.3708  -0.839
C: -4.1343 -0.0794 0.7527  -0.847
C: -4.3777 -1.4498 -4.9162  -0.054
C: 5.1109 0.0735 6.7511  -1.545
C: -4.9371 2.8784 5.3342  2.902
C: -4.7454 -2.9704 -6.7336  -0.180
C: 7.2456 -0.7275 1.8752  -1.419
C: 3.1177 3.3449 6.9013  -1.842
C: 3.8993 -2.8957 -3.7707  -1.296
C: 0.6797 0.4953 -10.8210  -1.220
C: -2.7322 -5.6644 -1.8013  -1.763
C: 1.1415 -7.2228 2.4563  0.598
C: 5.9607 -3.9053 -4.9124  -1.154
C: -5.9770 -3.9096 -6.3279  0.375
C: 1.4060 -10.1477 4.0409  -0.814
C: -0.9269 0.6783 6.6009  1.447
C: -0.8737 7.5991 3.2348  -0.006
C: 7.3699 1.6500 -0.9147  -1.807
C: 1.0349 0.7543 2.3623  -1.157
C: -7.1011 3.5432 6.7797  1.127
C: 6.2696 0.6149 -1.2483  1.803
C: 2.6727 -0.3160 -9.5271  -1.691
C: 0.3482 0.0429 7.0993  -1.618
C: -0.4062 -0.5658 -11.0362  -0.842
C: 7.7173 5.5039 7.3940  -2.093
C: -1.3297 -0.5696 -9.7959  -1.585
C: -0.1249 -0.8055 0.9458  -0.115
C: 1.7747 1.9846 -9.2352  -2.151
C: 5.9509 0.6590 -2.8362  -2.171
C: 4.7397 -0.5982 0.9957  -1.058
C: -4.7155 1.7919 6.4219  1.131
C: 4.8387 -2.5723 -8.2065  -1.574
C: -6.5482 -1.2067 -0.8538  2.070
C: -1.7515 -6.0037 -3.0363  1.272
C: -7.3651 -2.1482 -1.8183  -1.532
C: -0.1015 -1.1843 -0.5151  0.923
C: -1.7251 -0.4792 5.9549  -0.974
H: -1.1772 -3.1631 5.5740  0.284
H: -7.0077 0.5379 -2.1963  0.469
H: -6.7466 0.5210 1.8470  0.161
H: 4.5580 -0.7776 2.0553  0.270
H: -5.1869 -5.0394 -4.8436  -0.169
H: -5.2970 -1.3603 -4.3375  0.286
H: -1.0730 1.6941 8.4731  0.292
H: 3.9748 -1.1590 0.4586  0.191
H: -8.0730 4.6655 -4.3250  0.281
H: 8.3132 -0.8936 1.7315  0.366
H: -6.5258 -4.5220 -8.1083  0.306
H: 7.6316 5.6290 6.3146  0.399
H: 8.2599 1.0916 -1.2047  0.466
H: 0.1721 -3.0656 -0.2725  0.170
H: 7.7615 0.5900 6.1515  0.292
H: -4.9101 3.1898 8.1628  0.341
H: -3.7662 -5.7114 -2.1428  0.347
H: -2.8451 -2.7989 0.8532  0.082
H: -6.0711 3.5378 -3.0399  0.018
H: 1.0548 0.8250 7.3769  0.281
H: 4.8275 -2.0713 -9.1745  0.435
H: -6.8996 -3.3444 -6.4604  0.462
H: 1.7654 -0.7197 -7.2117  0.232
H: -0.1615 -4.9531 -5.1678  0.255
H: 7.2248 2.6500 -1.3234  0.420
H: -0.2191 -5.6141 -1.6314  0.278
H: -2.6912 6.8640 2.5018  0.299
H: -1.1426 5.3464 -1.2748  0.568
H: 6.5321 -3.3896 -4.1406  0.160
H: -7.2716 3.5129 3.9184  0.307
H: 0.3367 -9.9951 3.8941  0.311
H: 2.7771 4.2831 9.7466  0.341
H: 6.5311 2.9450 6.8396  0.236
H: 0.8710 6.7525 2.1615  -0.123
H: -0.6507 -2.7535 3.8649  0.146
H: 0.5625 -2.4868 -9.3080  0.359
H: 0.0917 1.3676 -11.1064  0.468
H: -3.8668 -0.5451 -4.5868  0.381
H: 1.1851 6.1585 -1.0221  0.340
H: 2.0571 3.5958 6.8874  0.488
H: -3.3404 5.0865 -3.3678  0.214
H: -3.8700 0.1047 -0.2886  -0.097
H: -5.2596 -1.2182 3.0068  0.408
H: -1.0916 8.4224 2.5544  0.423
H: 2.2560 4.8231 -0.7366  0.242
H: 7.0786 -2.2638 5.5382  0.219
H: -0.2658 -7.7250 -6.4297  0.506
H: 0.2282 -7.5439 2.9572  0.273
H: -6.8921 5.8382 6.6302  0.393
H: 3.6281 3.2665 5.9414  0.489
H: 1.4568 -11.2225 3.8664  0.319
H: 7.7634 -4.3392 -5.9821  0.414
H: -0.7313 -2.9128 -1.5423  -0.376
H: -2.7081 -0.1115 5.6602  0.109
H: 0.8524 2.5266 -9.4445  0.495
H: 4.4097 -3.3811 -2.9389  0.421
H: 6.1519 -4.6382 -6.9319  0.303
H: 0.2771 0.4734 3.0937  0.721
H: -7.6748 5.2172 8.0724  0.417
H: -9.4630 5.2132 -2.8368  0.254
H: -8.6414 2.4260 5.7693  0.366
H: -3.4728 4.0386 0.5935  0.257
H: 3.2077 -5.0701 -5.1959  0.526
H: -0.8188 8.9447 5.0714  0.303
H: 5.8695 -4.9304 -4.5534  0.441
H: -3.0252 -5.7309 -6.0264  0.003
H: -3.6064 4.0888 -1.2681  0.034
H: -2.3364 -0.9862 -9.8300  0.448
H: -8.2239 -1.9170 0.4524  0.394
H: -3.6084 -2.8805 2.4528  0.254
H: 6.1968 0.0430 -6.3842  0.307
H: 1.2770 0.2989 -11.7113  0.257
H: 8.2370 6.4344 7.6223  0.513
H: -3.8290 -8.1594 -5.7512  0.339
H: -1.4688 3.0853 1.1992  0.271
H: 0.5038 -7.1447 0.4231  0.078
H: -6.9924 6.8661 -4.7020  0.314
H: -2.4453 1.6826 7.5320  0.168
H: -3.9977 -1.7710 -1.5210  0.032
H: 2.5192 6.7463 4.7848  0.179
H: 1.3549 -8.6464 0.8556  0.377
H: 0.2645 -2.4200 -7.5187  0.134
H: -5.7537 5.0753 -2.2365  0.327
H: -9.1315 3.4224 7.2512  0.467
H: -0.9081 -3.0613 -8.6870  0.314
H: -7.2246 7.2518 -3.0747  0.314
H: -2.7278 3.4601 5.5150  0.203
H: 5.5636 0.3297 7.7089  0.276
H: 1.9919 2.2201 -8.1933  0.293
H: 7.7848 0.2609 4.4359  0.498
H: -8.2991 -1.7580 -2.2225  0.469
H: 0.5115 -1.5038 1.4894  0.540
H: -0.6567 1.4681 5.9000  0.027
H: 5.8352 5.5828 10.3752  0.383
H: -2.4492 -1.2357 -7.5283  0.322
H: -5.0249 1.4879 8.6418  0.431
H: -0.3505 -0.5000 -2.5183  0.576
H: 3.8129 7.8820 8.0608  0.470
H: -4.6731 -3.0268 -7.8197  0.476
H: -5.8565 0.9161 -1.1094  0.301
H: -6.9085 -5.1321 -4.7354  0.550
H: 7.1963 3.7201 4.7326  0.227
H: -4.2621 -3.6345 1.3071  0.521
H: -1.8624 0.4695 -7.3310  0.519
H: 5.2365 1.4047 1.6111  -0.009
H: 4.0201 -1.8391 -3.5318  -0.224
H: 4.1923 0.6376 -1.2285  0.099
H: 3.4302 0.0707 -10.2088  0.454
H: -1.1418 5.0580 0.3521  0.165
H: 3.6517 1.2471 1.1576  -0.045
H: 3.4974 5.8572 6.6134  0.056
H: -2.5855 -9.4045 -5.5118  0.508
H: 0.4526 6.1505 3.8339  0.413
H: 7.1880 -3.1390 0.4763  0.402
H: 1.9967 -7.8155 4.3847  0.432
H: 5.4195 -0.8179 4.8878  -0.270
H: 2.5701 2.2277 -9.9396  0.429
H: -3.9726 1.7037 3.6899  0.574
H: 7.6060 -2.2363 -6.1600  0.436
H: -5.2003 0.8385 6.2119  0.677
H: -6.1676 -2.3960 2.2677  0.487
H: 3.5469 2.7983 9.4360  0.304
H: 5.9765 7.2853 7.0564  0.458
H: -3.8867 -3.5594 -6.4114  -0.334
H: -2.8539 -4.4074 -3.9103  -0.482
H: -7.5955 -3.1648 -1.4996  0.487
H: 6.7489 -0.2911 -8.0129  0.398
H: 0.9494 -1.1497 -0.8023  -0.398
H: -0.9982 -0.2843 -11.9071  0.451
H: 4.7235 2.1321 -0.9640  0.548
H: 5.0324 0.0514 -7.6431  0.276
H: -3.2714 0.2963 1.3025  0.262
H: -6.0334 -3.6377 -4.1683  -0.544
H: 0.9176 -0.5633 6.3947  0.383
H: 1.4735 5.6530 0.6991  0.054
H: 2.5661 -3.8438 -6.1755  0.336
H: -3.8418 2.6670 -0.2743  -0.116
H: -8.5464 4.1689 -2.0190  0.185
H: -3.6425 3.4562 -3.8985  0.159
H: 3.7966 -2.8327 -8.0212  0.088
H: 5.1035 0.0174 -3.0776  0.227
H: 6.7787 0.1304 -3.3089  0.515
H: -1.6495 0.4649 -9.9215  0.419
H: 3.9876 6.8546 9.4028  0.287
H: 3.0641 2.3821 7.4096  0.051
H: 4.5821 0.9470 6.3696  0.120
H: -1.4027 -3.7361 -3.2964  0.377
H: -3.9188 4.4918 6.3603  0.456
H: 8.4262 2.7918 5.3511  0.450
H: -4.8774 3.0810 3.3089  0.741
H: -1.7145 2.6855 -1.4983  0.477
H: 5.5838 -2.9140 -0.1905  0.235
H: -6.7218 -2.1552 -2.6982  -0.199
H: 0.3898 -6.0366 -3.1711  -0.207
H: 7.3688 -2.9404 -7.7361  0.338
H: 7.4823 -1.7440 -1.8818  0.385
H: 7.0930 -1.3852 2.7309  0.503
H: 0.1582 -0.6269 7.9380  0.350
H: 7.1495 0.3300 2.1214  0.220
H: -7.6104 -0.6311 2.5998  0.662
H: -5.7625 1.6332 3.7535  0.483
H: -2.2696 -2.3395 4.2593  0.225
H: -7.1829 1.5205 7.3715  0.376
H: -0.4985 2.1294 0.4441  -0.249
H: 4.2915 -0.6156 6.9561  0.560
H: -5.4047 -0.1103 -2.4430  -0.029
H: 6.2045 -2.3375 6.8639  0.217
H: -3.8872 4.6356 4.6908  0.501
H: -2.5428 -4.6769 -1.3804  0.109
H: 1.6005 -10.1128 5.1129  0.324
H: -1.8460 5.8505 3.4492  0.061
H: 4.5000 4.2265 9.9823  0.268
H: -1.2433 -3.8376 -5.7700  0.318
H: -8.7571 4.2031 5.7201  0.458
H: -2.5581 -6.5117 -1.1382  0.539
H: -3.6675 1.5256 6.5587  -2.493
H: -1.1739 -0.8313 1.2409  -0.448
H: 0.2158 -7.0053 -4.8326  0.095
H: 5.3259 -3.4759 -8.5730  0.511
H: -5.8422 5.2257 7.6229  0.338
H: 7.8117 2.5395 3.5963  0.187
H: -2.0130 -1.1153 6.7918  0.414
H: 1.9430 0.1598 2.4630  -0.013
H: -0.8549 0.5327 -1.2859  -0.318
H: 2.4860 -1.3891 -9.5678  0.358
H: 2.8367 -3.1365 -3.8020  0.068
H: 8.4061 4.7385 7.7515  0.334
H: -8.2859 -0.2935 0.1147  0.486
H: 3.0063 8.5164 4.6409  0.268
H: -3.9158 -2.3369 -4.4828  -0.181
H: -6.9184 2.5477 8.8422  0.470
H: -4.8331 0.7274 0.9736  0.249
H: 2.2503 -7.1233 0.6080  0.378
H: -1.1042 -0.8438 -6.4506  0.476
H: -0.3096 -8.7509 -5.1455  0.405
H: 3.1250 7.4462 3.2485  0.337
H: 3.3092 -0.2495 -8.6447  0.026
H: 1.1036 -5.6413 3.6738  0.242
H: 2.3930 5.7073 8.0839  0.711
H: -0.8654 7.3062 5.3264  0.272
H: 7.5955 1.7705 0.1448  0.204
H: 5.6252 -3.2715 1.3454  0.436
H: -2.5710 -8.6605 -6.9373  0.391
H: -8.7222 6.8801 -4.0837  0.409
H: -1.3248 -6.0360 -6.8768  0.576
H: 6.8211 4.3099 9.8932  0.415
H: 0.1239 -1.5182 -11.0445  0.405
H: 3.1730 -7.4490 3.1851  0.422
H: -1.8800 -0.8064 -1.5431  -0.527
H: 3.7718 -0.3843 -5.3621  0.176
H: 1.2769 1.7983 2.5611  0.279
H: 6.1679 7.5765 8.6900  0.363
H: -3.2900 4.6713 -5.1091  0.336
H: -2.3235 8.1743 4.6667  0.376
H: 6.0145 1.6752 -3.2254  0.396
H: 3.8747 -4.6009 -6.8545  0.302
H: 7.4702 5.9421 10.1032  0.432
H: 0.7372 -5.1647 2.1887  0.096
H: -3.3117 -8.5654 -3.3321  0.337
H: -0.2778 -7.3426 -2.1481  0.425
H: -7.0193 -5.5346 -7.0545  0.268

Properties
- molar mass (Da) = 1813.903
- highest occupied orbital energy (eV) = -8.0
- spin multiplicity = 1
- LUMO (Ha) = 0.0134
- E (eV) = -155136.9909
- frontier orbital gap (Ha) = 0.30809
- charge = 0
- energy above the lowest of the compared OMol25 structures with the same formula, charge and spin (kcal per mole) = 342.0